{"formula": "C8H5ClF3NO2", "method": "ωB97M-V/def2-TZVPD", "smiles": "O=[N+]([O-])[C@@](Cl)(c1ccccc1)C(F)(F)F", "e_above_lowest_kj_mol": 19.4, "e_homo_ev": -9.872, "multiplicity": 1, "elements": ["C", "Cl", "C", "C", "H", "H", "O", "C", "F", "H", "N", "F", "C", "F", "H", "C", "H", "O", "C", "C"], "positions_angstrom": [[1.520112, -0.362683, -0.083680], [1.984328, -1.515428, -1.464104], [2.104274, 1.082826, -0.296420], [-2.113832, -0.320419, -1.268958], [-2.404306, 0.715911, 1.913196], [-2.792859, -0.324148, -2.073188], [1.088325, -1.935854, 1.550187], [-0.773175, -0.519451, -1.310736], [3.384135, 1.164141, -0.458699], [-0.274483, -0.817532, -2.219688], [1.786377, -1.021013, 1.198861], [1.697845, 1.883213, 0.680911], [-2.784996, 0.141329, -0.176560], [1.495500, 1.646372, -1.345817], [-3.828109, 0.213980, -0.089484], [-2.033556, 0.356508, 0.979044], [-0.208791, 0.431111, 1.886653], [2.828320, -0.684957, 1.709307], [-0.665794, 0.152991, 0.995109], [-0.009309, -0.286906, -0.125940]], "forces_ev_per_a": [[-2.7, -0.5, -2.6], [0.6, 1.1, 1.4], [-1.6, 0.1, -0.1], [-1.4, 0.7, -0.4], [-0.8, 0.2, 0.3], [0.0, -0.8, -1.7], [-0.3, 0.1, 0.1], [1.9, 0.2, 1.2], [1.2, -0.2, 0.0], [-0.1, 0.0, 0.0], [2.2, -1.2, 0.2], [0.4, -0.1, 1.6], [1.7, -0.2, 2.9], [0.2, -0.7, -1.2], [-1.3, 0.3, -0.5], [0.1, 0.0, -0.3], [1.2, 0.2, 1.3], [0.4, 0.5, 0.8], [-1.2, 0.2, -1.1], [-0.5, 0.3, -1.8]], "nbo_charge": [0.011, 0.018, 0.968, -0.205, 0.213, 0.217, -0.318, -0.190, -0.278, 0.234, 0.499, -0.311, -0.189, -0.314, 0.217, -0.185, 0.216, -0.340, -0.205, -0.058]}